Density functional theory data (ωB97M-V with the def2-TZVPD basis set) for a molecular structure, C43H38N8OP2RuSe2.

Orbital gap (alpha / beta) ... 0.2513 / 0.2080 Eh

The geometry in ORCA input format:
```
! wB97M-V def2-TZVPD RIJCOSX def2/J DEFGRID3
* xyz 2 5
Ru -2.4580 -0.0233 -0.1627
C -1.0005 -1.4122 -3.9920
C -1.3659 -1.2550 -2.5392
N -2.3460 -0.2218 -2.2285
N -2.2481 0.8442 -2.9838
C -2.5973 1.9849 -2.3354
O -2.6864 2.0030 -1.0753
C -2.7982 3.1928 -3.1383
C -3.0635 4.4015 -2.4922
C -3.2677 5.5482 -3.2367
C -3.2094 5.4935 -4.6243
C -2.9463 4.2924 -5.2706
C -2.7384 3.1413 -4.5324
C -1.8315 -2.5276 -1.8388
C -1.7196 -3.8002 -2.3607
C -2.1372 -4.8691 -1.5777
C -2.6449 -4.6319 -0.3108
C -2.7180 -3.3250 0.1403
N -2.3135 -2.3027 -0.6110
H -0.6948 -0.4562 -4.4062
H -1.8722 -1.7690 -4.5376
H -0.1863 -2.1272 -4.0971
H -3.1031 4.4275 -1.4121
H -3.4710 6.4869 -2.7408
H -3.3689 6.3920 -5.2046
H -2.9033 4.2563 -6.3501
H -2.5322 2.2027 -5.0264
H -1.3129 -3.9653 -3.3464
H -2.0617 -5.8785 -1.9574
H -2.9797 -5.4412 0.3210
H -3.1031 -3.0801 1.1230
Se 2.5409 -4.2423 -0.0308
P 3.0490 -2.2216 -0.1307
C 3.7697 -1.5070 1.3674
C 4.1508 -0.1673 1.3843
C 4.7737 0.3607 2.5029
C 5.0630 -0.4615 3.5846
C 4.7197 -1.8057 3.5517
C 4.0629 -2.3295 2.4492
C 4.1795 -1.6977 -1.4343
C 5.4110 -2.3543 -1.4402
C 6.3778 -2.0008 -2.3641
C 6.1202 -0.9942 -3.2867
C 4.8964 -0.3431 -3.2828
C 3.9225 -0.6930 -2.3584
C 1.5186 -1.2742 -0.4768
C 0.6416 -0.4271 0.2324
N -0.4011 -0.1930 -0.5865
N -0.1522 -0.8481 -1.7125
N 0.9640 -1.5190 -1.6730
P 0.3538 0.1444 1.9256
Se -1.8539 0.3212 2.1857
C 1.0980 1.7522 2.1514
C 1.8681 2.3294 1.1453
C 2.4183 3.5860 1.3401
C 2.2004 4.2617 2.5319
C 1.4134 3.6954 3.5274
C 0.8502 2.4464 3.3370
C 0.9430 -1.1059 3.0514
C 1.5717 -0.7446 4.2395
C 1.8634 -1.7250 5.1756
C 1.5477 -3.0496 4.9159
C 0.9430 -3.4096 3.7166
C 0.6208 -2.4391 2.7877
H 3.9996 0.4533 0.5089
H 5.0662 1.4022 2.5175
H 5.5794 -0.0567 4.4446
H 4.9673 -2.4493 4.3847
H 3.7895 -3.3768 2.4097
H 5.6091 -3.1473 -0.7283
H 7.3297 -2.5127 -2.3680
H 6.8742 -0.7214 -4.0117
H 4.6940 0.4372 -4.0034
H 2.9713 -0.1755 -2.3763
H 2.0330 1.8117 0.2093
H 3.0138 4.0381 0.5591
H 2.6331 5.2410 2.6822
H 1.2302 4.2326 4.4470
H 0.2137 2.0212 4.1039
H 1.8502 0.2831 4.4287
H 2.3494 -1.4527 6.1023
H 1.7821 -3.8110 5.6472
H 0.7263 -4.4474 3.5047
H 0.1426 -2.7253 1.8577
C -7.4420 1.8959 -0.1538
N -6.5770 1.2418 0.8338
C -6.8289 1.4861 2.2569
C -5.5120 0.6198 0.4585
N -4.5828 0.0046 0.1269
H -8.4744 1.6152 0.0455
H -7.1676 1.5659 -1.1519
H -7.3365 2.9785 -0.0844
H -7.8911 1.3469 2.4473
H -6.5417 2.5031 2.5240
H -6.2673 0.7732 2.8550
*
```

Mulliken atomic charge list, values in e, 8 entries: atom 1 (Ru): 0.4978, atom 2 (C): -1.9315, atom 3 (C): 1.3904, atom 4 (N): 0.6237, atom 5 (N): -0.9113, atom 6 (C): 0.6345, atom 7 (O): -0.8413, atom 8 (C): 0.5417


Density functional theory data (ωB97M-V with the def2-TZVPD basis set) for a molecular structure, C18H37AlF3O6S.

Orbital gap ... 0.2733 Eh

The geometry in ORCA input format:
```
! wB97M-V def2-TZVPD RIJCOSX def2/J DEFGRID3
* xyz -1 1
C -0.5923 5.6490 1.4040
C -0.6394 4.1412 1.4599
O -1.7219 3.6748 0.7011
C -1.6031 2.2790 0.3976
Al -1.8470 1.1503 2.0922
C -0.1503 0.7294 3.0857
C 0.6463 -0.4913 2.5921
C 1.4057 -0.3263 1.2700
C 2.0887 1.0322 1.1107
C 2.4820 -1.4291 1.2228
S -3.1103 -0.8049 1.6803
O -3.3612 -1.4774 2.9451
O -2.5910 -1.6485 0.6140
C -4.8139 -0.2440 1.1159
F -4.6951 0.5391 0.0150
F -5.6117 -1.2792 0.7978
F -5.3998 0.4917 2.0813
H 0.3801 5.9896 1.7521
H -1.3491 6.1128 2.0288
H -0.7021 5.9767 0.3751
H -0.7120 3.7855 2.4895
H 0.2906 3.7650 1.0242
H -2.4198 2.0389 -0.2838
H -0.6807 2.0563 -0.1497
H -2.7723 2.0390 3.0687
H -0.4650 0.4991 4.1066
H 0.4899 1.6040 3.1780
H -0.0420 -1.3261 2.4616
H 1.3592 -0.8151 3.3561
H 0.7110 -0.4670 0.4434
H 1.4272 1.7711 0.6737
H 2.9186 0.9241 0.4142
H 2.5121 1.3959 2.0437
H 2.8042 -1.6288 0.2068
H 2.0815 -2.3079 1.7073
H 3.3167 -1.0741 1.8238
C 0.9365 -6.7351 0.8039
C 0.5428 -5.4448 1.4890
O 1.0744 -4.3978 1.2177
C -0.5517 -5.5261 2.5259
H 1.7276 -6.5360 0.0845
H 1.2952 -7.4558 1.5409
H 0.0766 -7.1586 0.2825
H -0.2533 -6.1976 3.3336
H -1.4701 -5.9014 2.0719
H -0.7388 -4.5354 2.9331
C 4.1749 -0.3522 -2.7418
C 4.0332 1.1382 -2.5469
O 4.0706 1.6350 -1.4479
C 3.8401 1.9699 -3.7943
H 4.3058 -0.8331 -1.7752
H 3.2791 -0.7511 -3.2206
H 5.0415 -0.5666 -3.3704
H 2.9345 1.6510 -4.3132
H 4.6986 1.8511 -4.4581
H 3.7428 3.0176 -3.5198
C -2.3467 -0.4089 -3.9310
C -1.6198 0.9054 -4.0769
O -0.4133 0.9518 -4.1429
C -2.4606 2.1564 -4.1317
H -1.6232 -1.2199 -3.9031
H -2.9223 -0.4174 -3.0037
H -3.0197 -0.5598 -4.7773
H -3.0393 2.2588 -3.2125
H -3.1397 2.1165 -4.9856
H -1.8098 3.0214 -4.2357
*
```

Mulliken atomic charge list, values in e, 8 entries: atom 1 (C): -1.4830, atom 2 (C): 0.3719, atom 3 (O): -0.4556, atom 4 (C): -0.0630, atom 5 (Al): 0.2969, atom 6 (C): -0.7612, atom 7 (C): -1.1048, atom 8 (C): 1.4105


Density functional theory data (ωB97M-V with the def2-TZVPD basis set) for C25H30N4O4S in the gas phase.

SMILES ... C=CCn1c(SCCOc2ccc(OC)cc2)nnc1[C@@H](C)NC(=O)Cc1ccc(OC)cc1
Orbital gap ... 0.3140 Eh

The geometry in ORCA input format:
```
! wB97M-V def2-TZVPD RIJCOSX def2/J DEFGRID3
* xyz 0 1
C 2.6545 -3.2253 0.9087
C 1.4599 -2.7999 0.5452
C 0.6414 -1.8510 1.3680
N 0.1967 -0.7157 0.5952
C -1.0591 -0.4763 0.1182
S -2.3079 -1.6695 0.2552
C -3.6984 -0.8936 -0.6259
C -3.3591 -0.4522 -2.0506
O -2.7422 -1.4815 -2.7949
C -1.3706 -1.4518 -2.9048
C -0.6449 -0.2926 -3.1695
C 0.7298 -0.3371 -3.2418
C 1.4164 -1.5394 -3.0836
O 2.7815 -1.4558 -3.1318
C 3.5275 -2.6423 -3.0177
C 0.6901 -2.7085 -2.8935
C -0.6907 -2.6574 -2.7952
N -1.1184 0.6952 -0.4583
N 0.1081 1.2398 -0.3811
C 0.8960 0.3993 0.2288
C 2.3182 0.6821 0.5951
C 3.0800 1.2717 -0.5822
N 2.2809 1.6216 1.7111
C 2.0140 1.1805 2.9672
O 2.2431 0.0456 3.3330
C 1.3119 2.2123 3.8385
C -0.0753 2.2513 3.2488
C -0.4496 3.2490 2.3618
C -1.6549 3.1948 1.6844
C -2.5119 2.1193 1.8797
O -3.7000 1.9466 1.2351
C -4.0114 2.8311 0.1832
C -2.1568 1.1271 2.7950
C -0.9522 1.1910 3.4608
H 3.2189 -3.9272 0.3182
H 3.1113 -2.8985 1.8287
H 0.9950 -3.1200 -0.3776
H -0.2579 -2.3615 1.7296
H 1.2163 -1.4911 2.2271
H -4.4586 -1.6747 -0.6277
H -4.0307 -0.0424 -0.0342
H -4.2957 -0.2043 -2.5627
H -2.7267 0.4362 -1.9924
H -1.1429 0.6538 -3.3083
H 1.2965 0.5625 -3.4195
H 3.3634 -3.1260 -2.0495
H 3.2913 -3.3454 -3.8229
H 4.5713 -2.3425 -3.0978
H 1.1829 -3.6650 -2.8104
H -1.2574 -3.5591 -2.6211
H 2.8004 -0.2308 0.9552
H 2.5473 2.1394 -0.9624
H 4.0791 1.5641 -0.2701
H 3.1549 0.5349 -1.3774
H 1.9180 2.5300 1.4564
H 1.3026 1.8632 4.8703
H 1.8007 3.1838 3.7763
H 0.2068 4.0911 2.1876
H -1.8980 3.9832 0.9915
H -3.2275 2.8181 -0.5797
H -4.1581 3.8525 0.5482
H -4.9456 2.4689 -0.2447
H -2.8319 0.2992 2.9471
H -0.6721 0.3991 4.1400
*
```

Mulliken atomic charge list, values in e, 8 entries: atom 1 (C): -1.0101, atom 2 (C): 0.1508, atom 3 (C): -1.0818, atom 4 (N): 1.3107, atom 5 (C): -0.1664, atom 6 (S): -0.2170, atom 7 (C): -0.3389, atom 8 (C): -0.5470


Density functional theory data (ωB97M-V with the def2-TZVPD basis set) for C3H2N2O2 in the gas phase.

SMILES ... N#C/C(C=O)=N/O
Orbital gap ... 0.3313 Eh

The geometry in ORCA input format:
```
! wB97M-V def2-TZVPD RIJCOSX def2/J DEFGRID3
* xyz 0 1
N -2.9698 -0.7703 -0.1348
C -1.8473 -0.3298 0.0596
C -0.3935 -0.1149 0.1192
C 0.2002 1.2184 0.0558
O -0.3037 2.4494 -0.1246
N 0.4111 -1.0773 0.1664
O 1.6671 -0.8964 -0.1714
H 1.3628 1.3137 0.4941
H 1.8730 -1.7928 -0.4643
*
```

Mulliken atomic charge list, values in e, 8 entries: atom 1 (N): -0.3987, atom 2 (C): 0.1250, atom 3 (C): 0.6416, atom 4 (C): 0.0881, atom 5 (O): -0.4792, atom 6 (N): -0.3404, atom 7 (O): -0.3172, atom 8 (H): 0.2803


Density functional theory data (ωB97M-V with the def2-TZVPD basis set) for a molecular structure, C3H2GdO2.

Orbital gap (alpha / beta) ... 0.2424 / 0.2483 Eh

The geometry in ORCA input format:
```
! wB97M-V def2-TZVPD RIJCOSX def2/J DEFGRID3
* xyz 2 9
O -1.8850 0.1499 1.0480
C -0.7092 0.3987 0.8973
C 0.3096 -0.7849 0.3158
H 0.1203 -1.8561 0.2145
C 0.5103 0.1559 -0.7911
O 1.5516 -0.1639 0.0824
H -0.2337 1.2787 1.3891
Gd 0.3360 0.8216 -3.1559
*
```

Mulliken charges in e: atom 1 (O): -0.2990, atom 2 (C): -0.0434, atom 3 (C): 0.2413, atom 4 (H): 0.4237, atom 5 (C): -1.0838, atom 6 (O): -0.1811, atom 7 (H): 0.4286, atom 8 (Gd): 2.5137


Density functional theory data (ωB97M-V with the def2-TZVPD basis set) for a molecular structure, C51H63IrN7O2SbSeSi3.

Orbital gap (alpha / beta) ... 0.2099 / 0.2259 Eh

The geometry in ORCA input format:
```
! wB97M-V def2-TZVPD RIJCOSX def2/J DEFGRID3
* xyz 1 2
Ir -0.4360 0.0483 -0.0345
C 2.5599 -3.2683 1.0440
C 2.6842 -3.0448 -0.4287
C 3.8263 -3.4818 -1.0858
C 3.9748 -3.3156 -2.4529
C 2.9455 -2.7425 -3.1752
C 1.7788 -2.3088 -2.5485
C 0.6680 -1.7767 -3.4155
C 1.6685 -2.4099 -1.1578
N 0.4462 -1.9206 -0.5520
C -0.4445 -2.9419 -0.3753
O -0.2448 -4.1447 -0.4601
C -1.8680 -2.4721 -0.1878
C -2.9738 -3.2955 -0.2498
C -4.2357 -2.7161 -0.1745
C -4.3565 -1.3344 -0.0668
C -3.2069 -0.5747 -0.0103
N -2.0084 -1.1602 -0.0454
C -3.1876 0.9460 -0.1008
O -4.2375 1.5562 -0.1662
N -1.9219 1.4431 -0.2467
C -1.8053 2.6179 -1.0726
C -2.0655 3.9185 -0.6533
C -2.6041 4.2558 0.7094
C -1.8755 4.9548 -1.5697
C -1.4737 4.7174 -2.8707
C -1.2784 3.4121 -3.2950
C -1.4459 2.3600 -2.4076
C -1.2822 0.9460 -2.8947
H 2.5694 -2.3163 1.5686
H 3.3913 -3.8707 1.4153
H 1.6283 -3.7835 1.2794
H 4.6052 -3.9698 -0.5106
H 4.8686 -3.6647 -2.9548
H 3.0213 -2.6596 -4.2540
H 0.6257 -2.3366 -4.3495
H 0.8323 -0.7277 -3.6833
H -0.3046 -1.8526 -2.9329
H -2.8134 -4.3578 -0.3729
H -5.1224 -3.3343 -0.2264
H -5.3089 -0.8220 -0.0470
H -1.8050 4.4032 1.4411
H -3.2841 3.4812 1.0619
H -3.1604 5.1907 0.6610
H -2.0758 5.9695 -1.2464
H -1.3424 5.5426 -3.5590
H -1.0029 3.2051 -4.3229
H -2.2254 0.3938 -2.8694
H -0.5609 0.3575 -2.2945
H -0.9016 0.9232 -3.9153
C 1.9949 0.9193 4.9631
Sb 2.0261 0.5723 2.8405
C -0.1700 -0.0677 2.0549
C -0.0304 -1.4391 2.6320
C -1.0550 -2.3852 2.6609
C -0.8670 -3.5889 3.3090
C 0.3295 -3.8148 3.9725
C 1.2786 -2.8153 3.9630
N 1.1099 -1.6579 3.3123
Si -1.4317 0.7568 3.3498
C -1.3609 2.6136 3.4917
C -3.2391 0.3199 3.0907
C -1.1411 0.0914 5.0926
C 4.2408 0.4640 2.7184
C 4.4399 0.0361 1.2930
C 5.6860 -0.1310 0.6871
C 5.7569 -0.2635 -0.6911
C 4.5939 -0.2243 -1.4426
C 3.3961 -0.1151 -0.7631
N 3.3133 -0.0049 0.5623
Si 5.2402 -0.4195 4.0995
C 4.3583 -1.9445 4.7004
C 5.5020 0.6807 5.6120
C 6.9248 -1.0038 3.5265
Si 4.7478 2.3587 2.6518
C 4.4609 3.0101 0.9193
C 3.7745 3.4548 3.8282
C 6.5812 2.5397 2.9880
H 1.4336 1.8227 5.1991
H 3.0235 1.0449 5.2894
H 1.5506 0.0708 5.4746
H -2.0043 -2.1630 2.2036
H -1.6509 -4.3355 3.3078
H 0.5270 -4.7379 4.4984
H 2.2023 -2.9431 4.4997
H -1.5539 3.1161 2.5455
H -0.4301 2.9966 3.9192
H -2.1686 2.8870 4.1770
H -3.6572 0.5349 2.1164
H -3.7817 0.9514 3.8017
H -3.4629 -0.7153 3.3519
H -0.5346 0.7564 5.7021
H -0.7246 -0.9136 5.1526
H -2.1274 0.0490 5.5642
H 6.5884 -0.1109 1.2756
H 6.7205 -0.3753 -1.1723
H 4.6017 -0.3083 -2.5198
H 2.4566 -0.1220 -1.2942
H 3.4439 -1.6742 5.2320
H 5.0066 -2.4678 5.4083
H 4.1248 -2.6312 3.8824
H 5.0393 0.2180 6.4875
H 5.1140 1.6967 5.5356
H 6.5704 0.7674 5.8243
H 6.8674 -1.7380 2.7215
H 7.3777 -1.4993 4.3910
H 7.6008 -0.2023 3.2253
H 3.6106 2.5425 0.4199
H 5.3376 2.8402 0.2911
H 4.2728 4.0863 0.9598
H 2.8044 3.7287 3.4020
H 4.3384 4.3858 3.9408
H 3.6060 3.0578 4.8289
H 7.1715 2.0522 2.2091
H 6.9189 2.1773 3.9586
H 6.8126 3.6085 2.9394
Se 0.7666 2.9176 1.0623
N 0.8735 1.7243 -0.2557
C 1.4497 2.3261 -1.2957
C 1.7202 1.7442 -2.5691
C 2.3339 2.4961 -3.5143
C 2.6986 3.8620 -3.2800
C 2.4428 4.4597 -2.0939
C 1.8055 3.7028 -1.0626
N 1.5184 4.1964 0.1331
H 1.4368 0.7197 -2.7670
H 2.5495 2.0611 -4.4822
H 3.1791 4.4163 -4.0750
H 2.7000 5.4913 -1.8954
*
```

Mulliken atomic charge list, values in e, 8 entries: atom 1 (Ir): 1.9918, atom 2 (C): -0.7024, atom 3 (C): 0.9158, atom 4 (C): -0.7902, atom 5 (C): -1.1878, atom 6 (C): -0.9835, atom 7 (C): 1.6020, atom 8 (C): -1.3758


Density functional theory data (ωB97M-V with the def2-TZVPD basis set) for 2 unconnected molecules or ions with the total composition C3H10NO2.

Orbital gap ... 0.2885 Eh

The geometry in ORCA input format:
```
! wB97M-V def2-TZVPD RIJCOSX def2/J DEFGRID3
* xyz -1 1
C -0.8510 0.6476 -0.6019
O -0.1844 1.2987 0.3916
C -0.9342 -0.8907 -0.3547
C 0.3539 -1.5765 -0.8028
N -1.1634 -1.1339 1.0779
H -0.3764 0.8355 -1.5891
H -1.8940 1.0251 -0.7117
H -1.7615 -1.2861 -0.9393
H 1.1972 -0.9687 -0.4590
H 0.4450 -2.5537 -0.3790
H 0.4197 -1.6950 -1.8850
H -0.7244 -0.3077 1.4986
H -2.1593 -1.0692 1.2547
H 1.3388 1.3515 0.0617
H 2.4950 1.0074 0.9843
O 2.3726 1.4358 0.1274
*
```

Mulliken atomic charge list, values in e, 8 entries: atom 1 (C): -0.6382, atom 2 (O): -0.9507, atom 3 (C): 0.5533, atom 4 (C): -1.4107, atom 5 (N): -0.8587, atom 6 (H): 0.2324, atom 7 (H): 0.3512, atom 8 (H): 0.3386


Density functional theory data (ωB97M-V with the def2-TZVPD basis set) for C9H11BrCl2O2 in the gas phase.

SMILES ... C=C(C)C(=O)O/C(Br)=C(\Cl)[C@@H](Cl)CC
Orbital gap ... 0.3374 Eh

The geometry in ORCA input format:
```
! wB97M-V def2-TZVPD RIJCOSX def2/J DEFGRID3
* xyz 0 1
C 1.9821 -3.2218 2.1681
C 1.8562 -1.9487 1.8796
C 2.2659 -0.9033 2.8649
C 1.2982 -1.5904 0.5720
O 0.9604 -2.2434 -0.3729
O 1.2303 -0.1859 0.5472
C 0.7316 0.3748 -0.5592
Br 1.8848 1.6965 -1.2063
C -0.5429 0.2143 -1.0249
Cl -1.5854 -0.8480 -0.2169
C -1.1895 0.8706 -2.2180
Cl -1.3939 -0.4881 -3.4972
C -2.5577 1.5718 -2.0550
C -2.3457 2.7954 -1.0276
H 2.4185 -3.5697 3.0479
H 1.4708 -4.0212 1.4796
H 2.2363 -1.1633 3.9519
H 3.2238 -0.6038 2.4895
H 1.5154 -0.0459 2.8902
H -0.4086 1.3723 -2.6624
H -3.4541 0.9074 -1.6627
H -2.7126 1.8112 -3.0458
H -1.4172 3.3670 -1.1204
H -3.1751 3.3484 -1.1583
H -2.2917 2.5038 -0.0635
*
```

Mulliken atomic charge list, values in e, 8 entries: atom 1 (C): -0.9145, atom 2 (C): 0.3429, atom 3 (C): -1.1209, atom 4 (C): 0.7158, atom 5 (O): -0.5236, atom 6 (O): -0.1787, atom 7 (C): -0.1332, atom 8 (Br): -0.1483


Largest force on an atom, record by record: 0.77 1.93 1.18 9.14 5.45 0.94 0.85 4.53 eV Å⁻¹